[1]
C15H17CuN5 as an isolated structure at a distorted geometry, computed with ωB97M-V with the def2-TZVPD basis set.

Geometry as XYZ:
```
38
Properties=species:S:1:pos:R:3:forces:R:3:nbo_charge:R:1
Cu 0.66623 0.14032 0.36411 2.415 -1.449 1.457 1.195
N -0.47634 -4.29523 0.70718 -0.435 1.205 -0.326 -0.689
N 0.84734 -6.26291 1.42617 -1.219 2.274 -0.729 -0.490
N -0.06200 -1.87714 0.52639 0.202 -1.422 0.228 -0.756
N -0.99137 0.96313 0.82697 -1.047 0.734 0.373 -0.510
N 0.05500 0.27445 -1.46491 -0.178 0.188 -1.140 -0.530
C -0.15355 -3.05425 0.65110 -0.353 1.220 -0.278 0.590
C -1.37261 1.25842 2.07183 -1.094 0.268 -1.332 0.077
C -1.75958 1.20716 -0.24604 -0.776 0.404 1.732 0.150
C -1.17360 0.43854 -3.93035 0.982 -0.296 0.609 -0.158
C 0.71062 -0.17006 -2.54014 -1.498 0.602 -0.077 0.067
C -1.17503 0.80092 -1.53393 0.573 -0.555 -1.836 0.253
C 2.88484 -0.89690 0.50735 0.859 -0.031 0.943 -0.675
C 1.90426 1.73205 0.59340 -0.850 0.297 -0.208 -0.961
C 0.26972 -5.28269 1.09615 1.844 -2.909 1.037 0.434
C -3.47807 2.08815 1.21517 0.934 -0.381 0.611 -0.157
C -3.02703 1.78342 -0.05184 1.157 -0.487 0.017 -0.201
C -1.80774 0.89147 -2.79060 0.996 -0.304 1.061 -0.219
C 2.20970 -0.66257 2.04173 -0.545 -0.119 0.567 -0.680
C -2.63032 1.81106 2.29346 0.326 -0.061 0.105 -0.226
C 0.11115 -0.09959 -3.79175 0.262 -0.062 0.085 -0.224
H -0.66087 1.03257 2.84714 -0.006 0.008 0.254 0.214
H -3.60384 1.95979 -0.90712 -0.979 0.352 -0.966 0.215
H 1.68924 -0.58394 -2.35751 0.117 -0.074 -0.151 0.216
H 2.59851 -1.93947 0.35209 0.604 0.219 -0.657 0.235
H 1.77782 2.27057 -0.33387 0.131 0.412 -0.259 0.187
H 1.15252 -0.42586 2.57189 1.872 -0.180 -2.186 0.230
H 2.92549 0.06368 2.45750 -0.514 -0.632 0.453 0.214
H 3.93433 -0.77994 0.93554 -1.063 -0.684 -1.081 0.236
H -2.76876 1.29659 -2.80973 -1.419 0.566 -0.324 0.213
H 0.68102 -0.47207 -4.62663 -0.135 -0.015 -0.296 0.229
H -4.44511 2.52183 1.40064 -0.180 0.061 -0.140 0.232
H 2.93838 1.49651 0.78531 0.187 0.028 -0.023 0.180
H 2.33958 -1.72307 2.35894 0.286 0.988 0.342 0.238
H -2.90166 2.00965 3.31485 -0.302 0.155 0.135 0.228
H 1.47581 2.28453 1.41653 -0.045 0.366 0.268 0.183
H -1.62617 0.48403 -4.90387 -0.227 0.075 -0.128 0.231
H 2.94209 -0.28314 -0.47317 -0.883 -0.762 1.861 0.229
```
Positions in Å, forces in eV/Å.

Output
LUMO level (spin up / spin down) = -1.020 / -1.052 eV
spin multiplicity = 2
molar mass = 330.882 g/mol
HOMO level (spin up / spin down) = -0.2840 / -0.2834 Ha
gap between HOMO and LUMO (spin up / spin down) = 6.71 / 6.66 eV
E = -2495.8865 Ha
energy above the lowest of the compared OMol25 structures with the same formula, charge and spin = 0.0 kcal/mol
net charge = 0
maximum force = 3.60 eV Å⁻¹


[2]
One molecule with the formula C15H17F3N2O3 at a distorted geometry, computed with ωB97M-V with the def2-TZVPD basis set.

Geometry as XYZ:
```
40
Properties=species:S:1:pos:R:3:forces:R:3:nbo_charge:R:1
F 1.35736 3.04703 0.82210 -0.331 -0.012 -1.014 -0.430
F 0.53545 1.98067 2.35756 -5.567 -0.120 6.064 -0.253
F 2.63079 1.95681 2.04841 1.179 -1.257 1.449 -0.310
O -0.18601 -1.57514 -0.16049 -1.518 7.559 -0.556 -0.748
O 2.30675 -1.26946 1.54823 12.736 -9.053 0.376 -0.516
O 0.41949 -0.60208 2.56895 0.144 2.898 -4.257 -0.591
N -0.07409 0.85871 0.04714 0.341 1.668 -0.360 -0.598
N 2.24915 0.63571 -0.41366 4.785 -0.466 -3.196 -0.627
C 4.43810 1.09347 -2.00378 -0.336 -1.011 1.241 -0.408
C -3.05966 -1.21570 -0.77734 8.877 -6.270 6.510 -0.067
C 1.41917 1.82185 1.57641 4.943 1.527 -8.172 0.939
C -2.50454 0.91311 -1.53690 2.089 0.706 -3.604 -0.155
C 1.44037 -0.65474 1.46784 -13.990 9.464 0.001 0.876
C 1.89323 1.11405 -1.65144 6.959 1.316 -1.886 -0.246
C 0.40310 -1.59118 3.46687 3.677 -7.764 -6.383 -0.021
C -2.02758 -0.27474 -0.89784 -3.060 4.070 -0.951 -0.177
C -4.53403 -0.08765 -1.90801 -4.562 5.606 -4.962 -0.088
C -4.27969 -1.18654 -1.06225 -2.074 7.396 -5.240 -0.296
C 1.28643 0.64612 0.38234 -4.741 0.000 12.768 0.237
C 3.16069 1.24191 -2.53776 3.109 -2.188 5.933 -0.176
C -3.68950 1.03580 -2.37202 0.746 -3.613 5.997 -0.270
C -0.50154 -3.05057 2.84062 -0.589 16.520 -10.345 -0.600
C -0.71924 -0.15677 -0.30054 -0.455 -13.001 -0.614 0.674
H -3.97421 2.04862 -2.68174 -0.234 -0.983 -0.594 0.243
H -5.00522 -1.80368 -1.11265 -4.403 -4.897 0.901 0.228
H -5.67670 0.23099 -2.51348 2.945 -2.015 2.289 0.197
H -0.57227 1.73880 0.07695 0.540 0.339 0.028 0.446
H 1.70337 2.09397 -1.62341 -1.860 3.859 0.560 0.213
H -1.61792 -2.47603 2.89736 2.530 -1.556 -0.481 0.165
H 5.38324 1.09103 -2.61912 -1.373 0.597 0.449 0.209
H 0.04620 -1.24916 4.28282 -2.324 1.913 5.908 0.161
H -2.82290 -2.23486 -0.14009 0.253 2.574 -1.541 0.232
H -0.27136 -2.96063 1.63975 -0.395 -1.283 3.355 0.270
H -1.68792 1.62892 -1.87178 -0.877 -0.289 1.117 0.190
H 1.20398 0.56942 -2.05960 -4.165 -2.971 -2.925 0.184
H 1.45943 -2.00955 3.44328 -1.091 0.358 1.249 0.163
H 2.70004 -0.24368 -0.47411 0.766 -1.092 0.018 0.409
H 4.74800 0.81871 -0.81347 -1.506 0.560 -3.549 0.215
H -0.62402 -3.67648 3.44455 -0.747 -10.463 8.485 0.137
H 3.04404 1.75296 -3.37972 -0.420 1.376 -4.069 0.192
```
Positions in Å, forces in eV/Å.

Output
LUMO level = -0.318 eV
molar mass = 330.306 g/mol
HOMO level = -0.3302 Ha
gap between HOMO and LUMO = 8.67 eV
E = -1216.0806 Ha
energy above the lowest of the compared OMol25 structures with the same formula, charge and spin = 1.0 kcal/mol
SMILES = C=CCN[C@@](NC(=O)c1ccccc1)(C(=O)OCC)C(F)(F)F
net charge = 0
maximum force = 19.50 eV Å⁻¹


[3]
C15H17IrNSSi as an isolated structure at a distorted geometry, computed with ωB97M-V with the def2-TZVPD basis set.

Geometry as XYZ:
```
36
Properties=species:S:1:pos:R:3:forces:R:3:nbo_charge:R:1
Ir 0.17811 -0.40207 0.58053 -2.544 -1.381 1.349 0.479
S 2.18774 -1.77442 2.88136 -0.508 -0.510 0.900 0.381
Si 1.67398 -1.03154 -1.23945 1.687 0.158 0.697 1.355
N -2.03027 -0.35109 0.59103 0.474 0.487 0.127 -0.500
C -2.52002 0.59072 1.41537 -0.335 0.062 0.011 0.195
C 0.76111 2.32455 1.73479 0.259 -0.005 -0.086 -0.228
C -1.55310 1.62946 1.77088 0.028 0.171 0.090 -0.049
C 0.40439 3.53049 2.32751 -0.103 0.025 -0.024 -0.178
C 1.42716 -2.85209 -1.61497 -0.367 0.055 0.197 -1.111
C 3.42925 -0.72388 -0.64210 -0.004 -0.180 -0.395 -1.112
C 1.05418 -1.40742 1.93961 1.336 1.708 -2.760 -0.255
C -4.15633 -1.39523 0.46331 -0.044 0.052 0.009 -0.244
C -4.66312 -0.46700 1.36418 0.070 -0.014 -0.057 -0.110
C -3.83489 0.52985 1.85120 -0.045 -0.001 0.036 -0.221
C -0.92437 3.78441 2.63758 0.081 -0.015 -0.010 -0.182
C -1.90183 2.84128 2.35294 0.014 -0.007 0.091 -0.184
C -2.82124 -1.31716 0.12612 0.035 -0.142 -0.109 0.073
C 1.40512 -0.01241 -2.78275 -0.511 0.131 0.258 -1.123
C -0.20986 1.38416 1.45248 0.306 -0.530 -0.418 -0.105
H -4.77752 -2.16856 0.03648 0.015 -0.027 0.030 0.247
H -2.93665 3.06636 2.57582 -0.005 -0.033 0.019 0.223
H 3.63850 0.34227 -0.54376 -0.033 0.007 0.019 0.244
H 1.16354 4.27222 2.53529 0.003 -0.010 0.019 0.234
H 0.41860 -0.15149 -3.22707 0.021 0.018 -0.054 0.248
H 2.23787 -3.15995 -2.28087 0.017 0.060 -0.007 0.262
H 2.15227 -0.35648 -3.50366 0.013 -0.031 0.025 0.265
H 1.56224 1.05341 -2.61581 0.025 -0.003 -0.007 0.254
H -5.69575 -0.52095 1.68148 0.004 0.000 0.008 0.241
H 1.79846 2.13581 1.48314 -0.010 -0.072 0.026 0.235
H -2.36568 -2.03806 -0.54239 0.050 -0.005 0.048 0.219
H -4.19750 1.24341 2.57659 -0.025 0.037 -0.050 0.238
H -1.20076 4.72193 3.10015 -0.013 0.009 -0.026 0.234
H 1.46471 -3.47876 -0.72391 0.040 -0.012 -0.009 0.250
H 4.12351 -1.13102 -1.38459 0.083 0.061 0.059 0.244
H 0.48329 -3.04115 -2.12844 0.008 -0.040 -0.002 0.245
H 3.63825 -1.20712 0.31106 -0.022 -0.024 -0.001 0.236
```
Positions in Å, forces in eV/Å.

Output
LUMO level (spin up / spin down) = -4.889 / -4.890 eV
molar mass = 463.678 g/mol
HOMO level (spin up / spin down) = -0.4224 / -0.4225 Ha
gap between HOMO and LUMO (spin up / spin down) = 6.60 / 6.61 eV
E = -1428.2784 Ha
energy above the lowest of the compared OMol25 structures with the same formula, charge and spin = 56.8 kcal/mol
net charge = +1
maximum force = 3.51 eV Å⁻¹


[4]
One molecule with the formula C15H17N3O, computed with ωB97M-V with the def2-TZVPD basis set.

Geometry as XYZ:
```
36
Properties=species:S:1:pos:R:3:forces:R:3:nbo_charge:R:1
O 0.43770 1.40255 1.47580 -0.029 0.432 0.081 -0.655
N 1.33817 -0.64228 1.10930 0.091 -0.271 0.063 -0.627
N 5.48978 -0.50895 -0.79007 0.414 -0.297 -0.196 -0.414
N -0.74678 -0.18746 0.30734 -0.095 -0.422 -0.274 -0.637
C -1.97331 0.43558 0.04790 -0.257 0.313 -0.019 0.229
C 5.34980 0.62458 -1.45465 -0.022 0.204 -0.130 0.032
C -4.19126 0.32759 -0.85785 0.064 0.078 0.038 -0.188
C -2.98499 -2.67470 0.19622 0.051 -0.036 -0.201 -0.601
C -3.42619 2.35311 0.14726 -0.096 -0.092 -0.072 -0.198
C 3.46803 1.27378 -0.15049 0.139 -0.078 -0.043 -0.166
C -4.42543 1.64002 -0.48959 -0.125 0.082 0.004 -0.234
C 4.35550 1.55161 -1.17555 -0.075 -0.053 0.094 -0.249
C 3.60691 0.08473 0.55940 0.085 0.024 -0.016 -0.085
C -2.20790 1.75786 0.41257 0.139 0.127 0.121 -0.258
C 4.63978 -0.76804 0.18781 -0.299 0.106 0.262 0.029
C 0.34230 0.29754 0.98777 0.100 -0.491 -0.001 0.792
C -2.80024 -1.73838 -1.00153 -0.033 0.018 0.242 -0.421
C -2.97783 -0.29498 -0.60449 0.055 -0.057 -0.128 -0.084
C 2.63244 -0.27276 1.65009 0.011 0.095 -0.004 -0.244
H -3.99165 -2.56987 0.59361 -0.063 0.000 0.073 0.215
H -5.37963 2.09916 -0.69967 -0.081 0.040 -0.020 0.212
H 6.06871 0.79285 -2.24575 0.015 0.104 -0.083 0.192
H 3.01340 -1.10452 2.24936 -0.007 0.132 -0.004 0.204
H 2.45541 0.59257 2.29426 0.086 -0.208 0.009 0.248
H -4.96922 -0.23307 -1.35697 -0.052 -0.076 -0.064 0.206
H -3.54737 -1.98815 -1.75728 0.115 0.039 -0.048 0.220
H -0.68630 -1.14169 -0.01242 0.048 0.144 0.107 0.391
H -3.59121 3.37873 0.44119 0.002 0.087 0.028 0.213
H 2.67525 1.96132 0.10705 -0.088 0.081 0.030 0.235
H -1.42941 2.30827 0.91243 0.014 0.016 0.003 0.253
H 4.27981 2.46581 -1.74367 0.014 0.070 -0.059 0.221
H -2.83800 -3.71069 -0.10252 0.009 -0.113 0.047 0.209
H -2.28556 -2.44057 0.99629 0.040 -0.007 0.116 0.201
H -1.82019 -1.90292 -1.46092 -0.030 -0.020 -0.092 0.192
H 4.79751 -1.70693 0.70539 -0.071 -0.077 0.131 0.186
H 1.32199 -1.46170 0.52236 -0.067 0.104 0.004 0.384
```
Positions in Å, forces in eV/Å.

Output
LUMO level = 0.545 eV
molar mass = 255.321 g/mol
HOMO level = -0.3058 Ha
gap between HOMO and LUMO = 8.87 eV
E = -821.3376 Ha
energy above the lowest of the compared OMol25 structures with the same formula, charge and spin = 13.9 kcal/mol
SMILES = CCc1ccccc1NC(=O)NCc1cccnc1
net charge = 0
maximum force = 0.55 eV Å⁻¹